DFT (ωB97M-V with the def2-TZVPD basis set) results for 11 unconnected molecules or ions with the total composition C44H70N6O10S5 in a non-equilibrium geometry.

Last column: Löwdin charge in e.
Element x y z (Å)
S  -1.989  5.699  -1.201  0.732
S  6.503  0.148  1.566  0.725
S  -3.719  2.434  2.977  0.721
S  4.679  -3.344  -0.771  0.695
S  -2.222  -0.201  -0.632  0.677
O  6.933  -1.051  0.887  -0.343
O  -2.570  0.657  -1.677  -0.314
O  -2.662  6.834  -0.617  -0.327
O  -3.703  2.881  1.586  -0.345
O  7.436  1.043  2.246  -0.349
O  -2.444  2.001  3.579  -0.343
O  5.418  -3.889  0.368  -0.316
O  -0.776  5.131  -0.587  -0.368
O  3.642  -2.342  -0.622  -0.375
O  -3.145  -1.196  -0.042  -0.342
N  0.302  -6.496  0.929  0.034
N  3.178  2.730  -5.017  0.010
N  1.659  -0.923  -4.305  0.015
N  1.472  4.130  1.137  0.020
N  -2.608  -1.703  5.980  0.020
N  -7.738  -1.346  1.296  -0.005
C  -2.292  4.908  -3.785  -0.244
C  2.945  4.319  2.756  -0.126
C  1.805  3.690  3.245  -0.125
C  0.581  -2.622  -5.171  -0.072
C  1.990  2.954  -4.443  -0.162
C  3.929  1.912  -4.216  -0.118
C  0.394  -6.164  -1.325  -0.095
C  4.044  -4.742  -1.820  -0.193
C  0.128  0.393  0.706  -0.178
C  5.822  -2.794  -2.097  -0.222
C  0.184  -7.094  -0.258  -0.153
C  0.235  -1.016  0.042  -0.213
C  0.956  -1.291  -5.330  -0.165
C  -6.508  -1.346  0.862  -0.186
C  1.115  -2.982  -3.892  -0.116
C  -6.395  -2.158  -0.219  -0.112
C  -1.338  -2.078  4.070  -0.083
C  1.912  2.268  -3.278  -0.112
C  -4.936  1.170  3.292  -0.243
C  5.311  -5.180  -2.611  -0.194
C  0.863  3.679  2.256  -0.137
C  -5.596  3.003  4.772  -0.241
C  0.646  -4.932  -0.727  -0.151
C  -2.773  -2.982  5.559  -0.172
C  -3.582  4.455  -3.115  -0.186
C  1.783  -1.908  -3.401  -0.158
C  -2.036  -3.240  4.426  -0.125
C  -8.501  -2.084  0.446  -0.143
C  -3.164  4.276  -1.614  -0.177
C  5.978  -3.862  -3.169  -0.191
C  -1.640  6.038  -2.990  -0.213
C  5.000  -0.085  2.656  -0.176
C  3.175  1.626  -3.080  -0.109
C  2.734  4.517  1.401  -0.152
C  -7.675  -2.667  -0.520  -0.083
C  -1.711  -1.159  5.068  -0.137
C  4.083  1.334  0.813  -0.201
C  -5.383  1.461  4.717  -0.208
C  -1.409  0.784  0.729  -0.173
C  -4.573  3.793  4.020  -0.176
C  5.496  1.062  0.237  -0.182
C  -0.734  -1.103  -1.126  -0.222
C  3.801  0.115  1.702  -0.235
C  0.512  -5.129  0.581  -0.138
H  0.455  -6.490  -2.353  0.085
H  5.020  -5.922  -3.354  0.107
H  -1.535  1.838  0.481  0.073
H  3.843  4.605  3.282  0.094
H  3.634  -0.810  1.149  0.079
H  -1.988  -4.206  3.947  0.092
H  0.013  -8.158  -0.179  0.105
H  -3.906  3.517  -3.565  0.119
H  2.357  -1.814  -2.491  0.088
H  -0.582  6.244  -3.150  0.097
H  -2.094  6.998  -3.237  0.096
H  3.486  3.161  -5.877  0.156
H  5.423  -3.584  -4.065  0.109
H  -0.361  -0.524  -1.971  0.090
H  1.009  -3.974  -3.477  0.076
H  7.007  -4.133  -3.409  0.110
H  -9.567  -2.142  0.610  0.097
H  0.658  0.465  1.656  0.092
H  2.785  0.231  2.079  0.096
H  2.183  -0.064  -4.216  0.104
H  -2.944  -1.116  6.729  0.146
H  6.048  -5.714  -2.011  0.109
H  -4.632  1.192  5.459  0.108
H  -5.504  -2.329  -0.804  0.089
H  1.265  -1.257  -0.221  0.087
H  6.030  1.926  -0.159  0.097
H  -4.428  0.216  3.154  0.106
H  0.745  -0.600  -6.133  0.113
H  1.331  3.583  -5.022  0.114
H  -0.762  -1.923  3.170  0.079
H  -8.078  -0.770  2.053  0.153
H  -4.965  4.575  3.369  0.100
H  3.359  5.019  0.677  0.111
H  3.214  -4.318  -2.385  0.077
H  1.651  3.263  4.225  0.092
H  -0.026  -1.769  0.785  0.096
H  6.725  -2.584  -1.522  0.093
H  -2.527  5.217  -4.803  0.115
H  -1.612  4.057  -3.834  0.109
H  -4.295  5.271  -3.229  0.114
H  4.958  -0.988  3.265  0.104
H  0.722  -4.419  1.367  0.102
H  -5.605  3.369  5.799  0.115
H  -3.335  -3.704  6.133  0.102
H  3.304  1.078  -2.159  0.081
H  -6.597  3.113  4.354  0.114
H  1.072  2.265  -2.600  0.096
H  -3.874  4.329  4.661  0.102
H  0.290  -6.981  1.815  0.149
H  4.927  1.584  -4.468  0.109
H  4.146  2.213  1.454  0.093
H  0.909  4.258  0.308  0.101
H  3.312  1.348  0.043  0.090
H  -1.012  -2.115  -1.422  0.103
H  0.830  -3.971  -1.185  0.081
H  0.029  -3.195  -5.900  0.086
H  -3.884  4.236  -0.796  0.085
H  -7.744  -3.396  -1.314  0.092
H  -1.418  -0.143  5.287  0.097
H  -5.781  1.232  2.606  0.105
H  0.740  1.062  0.101  0.089
H  5.393  0.291  -0.526  0.071
H  5.484  -1.846  -2.515  0.094
H  4.945  0.758  3.344  0.095
H  -6.328  0.970  4.947  0.115
H  -2.602  3.352  -1.479  0.073
H  -1.904  0.462  1.645  0.069
H  -5.780  -0.752  1.394  0.090
H  3.751  -5.436  -1.032  0.095
H  -0.204  3.513  2.270  0.108

Output
Energy relative to the best compared isomer or geometry (same formula, charge and spin) = 2.307 eV
Calculated total energy = -130349.324 eV
SMILES = O=S1(=O)CCCC1.O=S1(=O)CCCC1.O=S1(=O)CCCC1.O=S1(=O)CCCC1.O=S1(=O)CCCC1.c1cc[nH]c1.c1cc[nH]c1.c1cc[nH]c1.c1cc[nH]c1.c1cc[nH]c1.c1cc[nH]c1
E_LUMO = 0.0053 Ha
HOMO level = -0.2864 hartree

---

DFT (ωB97M-V with the def2-TZVPD basis set) results for 3 unconnected molecules or ions with the total composition C2H11N2O2 in a non-equilibrium geometry.

Last column: Löwdin charge in e.
Element x y z (Å)
O  -1.908  -0.915  -3.524  -0.050
O  1.612  2.546  1.568  -0.060
N  0.609  -1.112  2.026  0.181
N  -0.596  0.269  -1.208  0.106
C  0.024  -0.177  1.047  -0.118
C  -0.272  -0.581  -0.199  -0.181
H  -1.273  -0.104  -1.859  0.059
H  -1.392  -0.648  -4.291  0.060
H  -2.144  -1.845  -3.656  0.062
H  1.044  -0.604  2.807  0.176
H  1.401  3.208  2.235  0.050
H  -0.567  1.238  -0.951  0.108
H  -0.068  -1.756  2.447  0.172
H  1.351  -1.676  1.619  0.166
H  -0.243  -1.620  -0.467  0.128
H  2.369  2.905  1.089  0.053
H  0.053  0.871  1.316  0.090

Output
Energy relative to the best compared isomer or geometry (same formula, charge and spin) = 1.492 eV
Calculated total energy = -9320.814 eV
E_LUMO = -0.1210 Ha
Total charge = +1
HOMO level = -0.4592 hartree

---

DFT (ωB97M-V with the def2-TZVPD basis set) results for a molecular structure, C7H20BeBrClFN3O4P4S in a non-equilibrium geometry.

Last column: Löwdin charge in e.
Element x y z (Å)
Br  3.885  1.316  -1.619  0.724
Cl  -1.684  1.114  -2.396  0.623
S  -3.132  2.005  -5.047  0.351
P  -1.688  -1.757  -2.794  0.834
P  0.345  0.013  -4.295  0.781
P  1.871  0.297  -2.770  0.154
P  -2.529  0.178  -5.075  0.293
F  -5.491  2.467  -6.372  -0.649
O  2.656  -0.922  -2.501  -0.462
O  -0.978  -1.645  -1.284  -0.346
O  3.022  1.461  -3.490  -0.611
O  1.272  0.936  -1.384  -0.338
N  0.571  0.272  4.004  -0.039
N  -1.300  -0.123  -3.583  -1.186
N  -0.710  1.057  5.552  -0.084
C  -0.759  -3.106  -3.647  -0.251
C  1.485  0.260  2.846  -0.159
C  0.002  -0.807  4.643  0.010
C  2.050  -1.108  2.511  -0.066
C  -0.803  -0.313  5.616  0.018
C  -1.426  2.013  6.405  0.040
C  0.134  1.391  4.583  -0.011
Be  4.309  -0.260  -4.401  0.769
H  -1.439  -0.775  6.349  0.146
H  2.610  -1.516  3.353  0.096
H  -2.029  2.667  5.778  0.109
H  0.687  0.293  -0.938  0.052
H  0.411  2.395  4.306  0.178
H  -0.149  -3.620  -2.882  0.062
H  0.933  0.657  1.992  0.119
H  -1.686  -1.437  -0.653  0.054
H  -0.131  -2.782  -4.491  0.020
H  -2.073  1.478  7.094  0.107
H  2.722  -1.036  1.657  0.084
H  2.300  0.950  3.067  0.135
H  0.308  1.240  -5.033  -0.033
H  -0.704  2.601  6.967  0.111
H  0.229  -1.811  4.333  0.134
H  -3.655  -0.673  -4.975  0.005
H  -1.473  -3.848  -4.046  0.059
H  2.641  2.370  -3.333  0.097
H  1.258  -1.813  2.254  0.079
H  -1.862  -0.075  -6.302  -0.012

Output
Calculated total energy = -153891.491 eV
E_LUMO = -0.3447 Ha
Total charge = +2
HOMO level = -0.4087 hartree

---

Q: HOMO level of number 3 (C7H20BeBrClFN3O4P4S)?
A: -0.4087 hartree